Record 1
Here is C30H22N5O9PbS2 as an isolated structure from the Open Molecules 2025 dataset. Energies are from the ωB97M-V functional and the def2-TZVPD basis.

As for the energy relative to the best compared isomer or geometry (same formula, charge and spin): 0.0 kJ/mol. The frontier orbital gap is 5.95 eV. The calculation puts the highest occupied orbital energy at -10.260 eV. The charge is +1.

CARTESIAN COORDINATES (ANGSTROEM)
Pb: 1.02017 1.99717 -2.51085
C: -4.00238 -5.31311 8.24676
O: -4.32286 -5.43786 6.86966
C: -3.73222 -4.59136 6.00566
C: -2.82929 -3.59712 6.36942
C: -2.28272 -2.78296 5.38848
C: -2.62027 -2.94184 4.05077
C: -3.53012 -3.94374 3.69923
C: -4.07889 -4.75756 4.66092
C: -2.05472 -2.10035 2.99227
N: -2.35255 -2.19903 1.71704
C: -1.59847 -1.23701 1.10158
C: -0.83344 -0.54361 2.01619
N: -1.13723 -1.10844 3.23238
C: 0.04816 0.51057 1.64976
C: 0.84783 1.26651 2.52424
C: 1.65324 2.26130 2.03111
C: 1.67301 2.50298 0.65569
N: 0.92520 1.79706 -0.17246
C: 0.11669 0.81854 0.27787
C: -0.68450 0.10036 -0.69402
N: -0.58307 0.44542 -1.99744
C: -1.29754 -0.17769 -2.91469
C: -2.17401 -1.21348 -2.58430
C: -2.29822 -1.59194 -1.27228
C: -1.54477 -0.92710 -0.29055
H: -4.57467 -6.08092 8.75797
H: -4.28933 -4.33213 8.63298
H: -2.93705 -5.48018 8.42251
H: -2.54676 -3.44831 7.40092
H: -1.58377 -2.01723 5.70450
H: -3.79560 -4.07044 2.65879
H: -4.78266 -5.53643 4.40098
H: -0.75845 -0.86391 4.12991
H: 0.83073 1.06422 3.58774
H: 2.27800 2.85368 2.68332
H: 2.30092 3.27003 0.21804
H: -1.17604 0.15320 -3.93739
H: -2.73568 -1.69769 -3.36939
H: -2.96353 -2.38933 -0.96887
O: 2.84056 1.45239 -4.76839
S: 1.41412 0.89882 -5.50437
O: 1.26720 -0.47349 -5.09939
O: 0.54420 1.82322 -4.56628
C: 3.96134 0.65933 -4.71556
C: 4.63815 0.26306 -5.85419
C: 5.80708 -0.47283 -5.71650
C: 6.30692 -0.79401 -4.46302
C: 5.62846 -0.39492 -3.32244
C: 4.44915 0.31835 -3.45491
S: 3.53673 0.75119 -2.01133
O: 2.19652 0.08014 -2.10595
O: 4.31349 0.44813 -0.86047
O: 3.15176 2.22237 -2.15013
H: 4.26585 0.54075 -6.83109
H: 6.34013 -0.78494 -6.60454
H: 7.22539 -1.35633 -4.37175
H: 5.99425 -0.63559 -2.33383
O: 1.59661 5.05914 -1.35393
C: 0.47365 4.97922 -1.79229
C: -0.57329 6.07029 -1.92562
C: -1.80023 5.37803 -2.52169
C: -1.38354 3.93232 -2.72563
O: -2.02748 3.01713 -3.17057
N: -0.07452 3.80249 -2.26584
H: -0.16551 6.84889 -2.57005
H: -0.74425 6.52053 -0.94911
H: -2.09803 5.78295 -3.48829
H: -2.67790 5.40303 -1.87726

natural (NBO) atomic charge list, values in e, 8 entries: number 1, Pb, carries 2.22; number 2, C, carries -0.26; number 3, O, carries -0.47; number 4, C, carries 0.34; number 5, C, carries -0.33; number 6, C, carries -0.10; number 7, C, carries -0.18; number 8, C, carries -0.13


Record 2
Here is C30H22N6O4Se3TaTe as an isolated structure from the Open Molecules 2025 dataset. Energies are from the ωB97M-V functional and the def2-TZVPD basis.

As for the energy relative to the best compared isomer or geometry (same formula, charge and spin): 0.0 kJ/mol. The frontier orbital gap is 6.50 eV. The calculation puts the highest occupied orbital energy at -4.391 eV. The charge is -1.

CARTESIAN COORDINATES (ANGSTROEM)
Ta: -0.43275 0.19079 -0.40683
O: -2.45925 -3.37387 -1.89561
C: -1.83705 -2.33226 -1.70111
N: -1.56315 -1.72698 -0.53506
C: -1.95698 -2.34707 0.66759
C: -2.30552 -3.68246 0.86467
C: -2.53497 -4.13779 2.15551
C: -2.41401 -3.28793 3.24260
C: -2.09127 -1.95263 3.04976
C: -1.88619 -1.48914 1.76025
N: -1.55679 -0.15694 1.41378
C: -2.21909 0.81286 2.10593
O: -3.02052 0.64991 3.01168
C: -1.91458 2.20068 1.65111
C: -2.41508 3.27053 2.36899
C: -2.06726 4.55038 1.97982
C: -1.24129 4.69701 0.88007
C: -0.80692 3.57116 0.20291
N: -1.13401 2.33274 0.57908
C: -1.32623 -1.60026 -2.90237
C: -1.55123 -2.14838 -4.15713
C: -1.14347 -1.45009 -5.27388
C: -0.53617 -0.21721 -5.09007
C: -0.34406 0.25277 -3.80748
N: -0.71332 -0.43253 -2.71617
H: -2.37452 -4.35121 0.02587
H: -2.79083 -5.17941 2.30876
H: -2.57480 -3.65793 4.24793
H: -2.00834 -1.27934 3.88795
H: -3.04722 3.05306 3.21706
H: -2.42661 5.41400 2.52474
H: -0.92532 5.67053 0.53188
H: -0.16541 3.66098 -0.65867
H: -2.05541 -3.10243 -4.19592
H: -1.30107 -1.85030 -6.26732
H: -0.20142 0.38576 -5.92253
H: 0.14790 1.19963 -3.64263
Se: 0.99029 0.75190 1.94329
Se: 2.76338 2.26844 1.79420
Te: 3.65581 1.56485 -0.43693
Se: 1.40335 1.85470 -1.47323
O: -2.66857 0.66877 -0.97652
N: -2.54374 1.61701 -1.77469
O: -1.34365 1.90590 -1.93246
C: 0.75568 -5.11517 1.25731
C: 0.66889 -4.98182 -0.12350
C: 0.75616 -3.73105 -0.70698
C: 0.93001 -2.58220 0.06877
C: 1.00719 -2.72305 1.44845
C: 0.91821 -3.98105 2.03484
N: 1.11140 -1.32515 -0.61794
C: 2.32395 -1.42269 -1.34729
C: 2.47663 -0.97148 -2.65795
C: 3.68630 -1.09369 -3.33051
C: 4.77888 -1.69599 -2.72666
C: 4.63485 -2.17838 -1.43218
C: 3.43621 -2.04375 -0.75694
H: 0.68386 -6.09156 1.72057
H: 0.52769 -5.85478 -0.74975
H: 0.70664 -3.63073 -1.78585
H: 1.16885 -1.85148 2.06595
H: 0.97871 -4.06489 3.11312
H: 1.65303 -0.50628 -3.16509
H: 3.76080 -0.71788 -4.34452
H: 5.71997 -1.79331 -3.25330
H: 5.47200 -2.64942 -0.93034
H: 3.36386 -2.40489 0.25976

natural (NBO) atomic charge list, values in e, 8 entries: number 1, Ta, carries 1.76; number 2, O, carries -0.65; number 3, C, carries 0.64; number 4, N, carries -0.70; number 5, C, carries 0.13; number 6, C, carries -0.22; number 7, C, carries -0.22; number 8, C, carries -0.24


Among the records above, which one has the highest highest occupied orbital energy? C30H22N6O4Se3TaTe


frontier orbital gap of number 2 (C30H22N6O4Se3TaTe)? 6.50 eV


Which formula does entry 1 have? C30H22N5O9PbS2